Record 1
Below is a cluster of 2 separate species, CHNO2PS in total in a non-equilibrium geometry, with properties calculated with the ωB97M-V functional and the def2-TZVPD basis.

Element x y z (Å)
C (-1.2443, 2.8645, -0.4644)
N (-1.7266, 3.7809, 0.0966)
O (0.0977, 0.2778, -2.9127)
O (-0.0214, -0.5277, -0.4975)
P (0.5805, 0.6020, -1.5970)
S (2.4547, 0.6782, -0.9554)
H (0.5696, -0.4774, 0.1612)

- charge = -1
- E (eV) = -26763.688
- gap between HOMO and LUMO (Eh) = 0.280
- energy above the lowest of the compared OMol25 structures with the same formula, charge and spin (kcal/mol) = 60.1



Record 2
Below is a cluster of 3 separate species, CH7O3 in total, with properties calculated with the ωB97M-V functional and the def2-TZVPD basis.

Element x y z (Å)
C (-0.3788, -0.9927, -0.8203)
O (0.1923, 0.0332, -0.1114)
H (-1.3468, -1.3267, -0.4268)
H (-0.5911, -0.7199, -1.8750)
H (0.2449, -1.9107, -0.8303)
H (0.7731, -0.6743, 1.2291)
H (1.8076, -1.2550, 2.1884)
O (0.8656, -1.3366, 1.9978)
H (-0.8419, 2.5999, -0.2164)
H (-0.2073, 1.4006, -0.8198)
O (-0.6747, 2.2577, -1.1044)

- charge = -1
- E (eV) = -7293.572
- gap between HOMO and LUMO (Eh) = 0.294
- energy above the lowest of the compared OMol25 structures with the same formula, charge and spin (kcal/mol) = 3.5



Record 3
Below is a structure of composition C24H29ClN2OPReS in a non-equilibrium geometry, with properties calculated with the ωB97M-V functional and the def2-TZVPD basis.

Element x y z (Å)
Re (-0.0252, -0.9162, 0.7178)
Cl (1.6217, -2.5547, 0.8101)
C (1.2003, 0.5259, 1.1443)
O (1.8967, 1.4213, 1.4648)
P (0.0704, -0.2660, -1.5475)
C (-1.4482, -0.4343, -2.5743)
C (0.5046, 1.4681, -2.0335)
C (1.3396, -1.1740, -2.5328)
C (1.6686, 1.8275, -2.7308)
C (1.8644, 3.1493, -3.1384)
C (0.9093, 4.1271, -2.8620)
C (-0.2451, 3.7766, -2.1500)
C (-0.4399, 2.4599, -1.7301)
H (2.4251, 1.0854, -2.9796)
H (2.7723, 3.4078, -3.6848)
H (1.0577, 5.1551, -3.1924)
H (-0.9993, 4.5294, -1.9260)
H (-1.3491, 2.1938, -1.1796)
C (-2.5169, -1.1985, -2.0849)
C (-3.6652, -1.3810, -2.8587)
C (-3.7723, -0.7752, -4.1145)
C (-2.7167, 0.0069, -4.6016)
C (-1.5555, 0.1659, -3.8392)
H (-2.4532, -1.6612, -1.0952)
H (-4.4740, -2.0023, -2.4646)
H (-4.6761, -0.9141, -4.7089)
H (-2.7966, 0.4898, -5.5780)
H (-0.7377, 0.7742, -4.2299)
C (0.9990, -2.0270, -3.5876)
C (1.9738, -2.8357, -4.1821)
C (3.2921, -2.8177, -3.7070)
C (3.6320, -1.9771, -2.6419)
C (2.6674, -1.1493, -2.0698)
H (-0.0272, -2.0690, -3.9531)
H (1.6997, -3.4939, -5.0078)
H (4.0443, -3.4760, -4.1459)
H (4.6535, -1.9698, -2.2452)
H (2.9522, -0.4898, -1.2450)
H (-0.3693, -1.5689, 2.1707)
H (-0.0376, -1.9569, -0.6033)
C (0.8598, 2.1410, 5.5318)
C (-0.5781, 1.7802, 5.2618)
N (-0.8228, 1.5072, 3.8253)
C (-1.3325, 0.3747, 3.3711)
S (-1.7994, 0.2881, 1.6624)
N (-1.4871, -0.6832, 4.2302)
C (-0.2546, -1.3507, 4.7460)
C (-0.6422, -2.3447, 5.8189)
H (1.5440, 1.4024, 5.1135)
H (1.0220, 2.1917, 6.6137)
H (1.0958, 3.1195, 5.1052)
H (-0.8957, 0.8890, 5.8092)
H (-1.2490, 2.5985, 5.5486)
H (-0.7689, 2.2857, 3.1594)
H (-2.1440, -1.3765, 3.8572)
H (0.2399, -1.8800, 3.9112)
H (0.4441, -0.5816, 5.1069)
H (-1.1830, -3.1872, 5.3724)
H (0.2708, -2.7423, 6.2699)
H (-1.2587, -1.8869, 6.6036)

- charge = +3
- E (eV) = -65131.788
- gap between HOMO and LUMO (spin up / spin down) (Eh) = 0.209 / 0.145
- <S²> = 3.788
- 2S+1 = 4



Record 4
Below is a cluster of 12 separate species, C34H57NO27S3 in total in a non-equilibrium geometry, with properties calculated with the ωB97M-V functional and the def2-TZVPD basis.

Element x y z (Å)
C (3.9679, -2.0983, 5.7001)
C (5.3383, -1.5865, 5.2670)
O (5.0673, -1.1386, 3.9458)
C (3.7397, -0.8864, 3.8514)
O (3.1999, -0.4069, 2.9078)
O (3.1148, -1.1894, 5.0109)
H (3.8345, -2.0710, 6.7781)
H (3.8486, -3.1304, 5.3615)
H (6.0692, -2.3886, 5.3802)
H (5.7088, -0.7728, 5.8944)
C (4.7872, 4.1044, -3.1838)
C (5.1342, 2.7135, -2.5779)
O (4.1531, 2.5486, -1.5642)
C (3.1737, 3.4659, -1.7118)
O (2.1317, 3.4269, -1.1527)
O (3.5411, 4.4328, -2.5898)
H (4.7369, 4.0829, -4.2676)
H (5.5516, 4.8129, -2.8605)
H (6.1547, 2.6712, -2.2141)
H (4.9850, 1.9300, -3.3233)
C (-4.0346, -3.6498, -2.5732)
C (-5.2144, -2.9684, -1.8673)
O (-4.6784, -2.6106, -0.6074)
C (-3.3558, -2.3966, -0.7758)
O (-2.6481, -1.8642, 0.0141)
O (-2.9225, -2.9852, -1.9138)
H (-4.0231, -3.3276, -3.6092)
H (-3.9426, -4.7107, -2.3607)
H (-6.1377, -3.5374, -1.8423)
H (-5.4489, -2.0655, -2.4366)
C (0.1860, -2.0919, 5.2977)
C (-0.3224, -1.1010, 4.2380)
O (-1.7091, -0.9733, 4.5449)
C (-2.0751, -1.8842, 5.4752)
O (-3.1732, -2.0441, 5.8700)
O (-0.9934, -2.5874, 5.9151)
H (0.8302, -1.6324, 6.0474)
H (0.7662, -2.9075, 4.8654)
H (-0.1868, -1.4785, 3.2246)
H (0.1336, -0.1166, 4.3178)
C (-2.6041, -0.4160, -4.1354)
C (-2.5795, 0.5632, -2.9465)
O (-3.9478, 0.9402, -2.7820)
C (-4.7403, 0.1724, -3.5615)
O (-5.9249, 0.1576, -3.5171)
O (-3.9877, -0.5460, -4.4304)
H (-2.1490, -1.3784, -3.9064)
H (-2.0482, -0.0148, -4.9840)
H (-1.9153, 1.4112, -3.0800)
H (-2.2973, 0.0312, -2.0376)
C (3.8597, -1.3704, -3.6104)
C (5.2502, -0.9698, -4.1153)
O (5.6358, -2.1155, -4.8975)
C (4.7321, -3.1122, -4.7782)
O (4.8477, -4.1801, -5.2692)
O (3.6684, -2.7080, -4.0356)
H (3.0613, -0.7280, -3.9853)
H (3.7996, -1.2984, -2.5280)
H (5.9638, -0.8518, -3.3057)
H (5.2376, -0.1169, -4.7920)
C (-0.0253, -3.4905, -3.3167)
C (0.2767, -2.5843, -2.1363)
O (0.4163, -3.5386, -1.0767)
C (0.9825, -4.6328, -1.6366)
O (1.5289, -5.5112, -1.0652)
O (0.8329, -4.5950, -2.9948)
H (0.3755, -2.9899, -4.1995)
H (-1.0819, -3.7107, -3.4267)
H (-0.5082, -1.8603, -1.9177)
H (1.1944, -2.0116, -2.2552)
C (-2.4911, 5.2040, -1.9268)
C (-3.8942, 4.7222, -2.2926)
O (-4.2825, 3.8664, -1.2224)
C (-3.3414, 3.9135, -0.2565)
O (-3.3977, 3.3708, 0.7980)
O (-2.2096, 4.4954, -0.7227)
H (-2.4065, 6.2732, -1.7357)
H (-1.7707, 4.9694, -2.7093)
H (-3.9585, 4.1856, -3.2416)
H (-4.6333, 5.5168, -2.4261)
C (-1.0098, 0.7339, 0.6365)
C (0.3691, 1.3277, 0.8911)
C (1.4545, 0.3887, 0.3447)
C (1.5582, 0.4219, -1.1064)
N (1.6025, 0.4341, -2.2505)
H (-1.8343, 1.4134, 0.8308)
H (-1.0832, -0.1722, 1.2454)
H (-1.0731, 0.3468, -0.3823)
H (0.4841, 1.4951, 1.9608)
H (0.4938, 2.2804, 0.3710)
H (1.1026, -0.6194, 0.6062)
H (2.4480, 0.5267, 0.7647)
C (3.6738, -2.7887, -0.0127)
S (5.3394, -2.1174, -0.0003)
O (5.8433, -2.2168, -1.4037)
C (4.9434, -0.3666, 0.1945)
H (3.7917, -3.8611, 0.1610)
H (3.1971, -2.6684, -0.9833)
H (3.0557, -2.4059, 0.8010)
H (5.9087, 0.1252, 0.0974)
H (4.4957, -0.1370, 1.1622)
H (4.2524, -0.0927, -0.6025)
C (-2.6677, 5.1169, 3.5827)
S (-1.2043, 4.8519, 4.6101)
O (-1.7066, 4.7989, 6.0060)
C (-1.0124, 3.1450, 4.0628)
H (-2.5428, 4.7166, 2.5807)
H (-2.9664, 6.1630, 3.5714)
H (-3.4501, 4.5525, 4.0946)
H (-0.9012, 3.1509, 2.9771)
H (-1.8430, 2.5141, 4.3756)
H (-0.0860, 2.7583, 4.4929)
C (-6.0059, 0.7223, 0.6304)
S (-5.5980, 0.6448, 2.3734)
O (-6.8673, 0.4563, 3.1225)
C (-4.7619, -0.9413, 2.3349)
H (-5.1001, 0.8403, 0.0368)
H (-6.6216, 1.6131, 0.4944)
H (-6.6362, -0.1207, 0.3411)
H (-4.6786, -1.2645, 3.3678)
H (-3.7962, -0.7579, 1.8669)
H (-5.3235, -1.6576, 1.7365)

- E (eV) = -125458.510
- gap between HOMO and LUMO (Eh) = 0.297



Record 5
Below is a structure of composition C9H11N in a non-equilibrium geometry, with properties calculated with the ωB97M-V functional and the def2-TZVPD basis.

Element x y z (Å)
C (2.6503, 0.7555, -0.0893)
C (2.7463, -0.6015, 0.1965)
C (1.4136, 1.3720, -0.2714)
C (1.5913, -1.3698, 0.3582)
C (0.3363, 0.5845, -0.1034)
C (0.4101, -0.7558, 0.1988)
C (-1.0728, 0.7475, -0.2274)
C (-1.8581, 1.8166, 0.4807)
C (-1.8101, -1.9390, -0.3073)
N (-0.9769, -0.9954, 0.4169)
H (3.5693, 1.1932, -0.2797)
H (3.7074, -1.2333, 0.3316)
H (1.2752, 2.4732, -0.3503)
H (1.8034, -2.4195, 0.2189)
H (-1.4156, 0.4275, -1.1411)
H (-2.1059, 1.6919, 1.6055)
H (-2.9177, 1.8111, 0.0299)
H (-1.2316, 2.7807, 0.3490)
H (-1.9676, -2.8464, 0.2123)
H (-2.7637, -1.4529, -0.2659)
H (-1.3831, -2.0401, -1.3624)

- E (eV) = -10997.968
- gap between HOMO and LUMO (Eh) = 0.327
- energy above the lowest of the compared OMol25 structures with the same formula, charge and spin (kcal/mol) = 51.6



Record 6
Below is a structure of composition C5H9NO in a non-equilibrium geometry, with properties calculated with the ωB97M-V functional and the def2-TZVPD basis.

Element x y z (Å)
C (-1.5120, -1.3635, -0.3771)
C (-0.5346, -0.2916, -0.7977)
C (-0.3024, 0.9527, 0.1530)
C (1.0501, 1.2312, -0.4890)
C (0.9106, -0.2845, -0.3500)
N (1.3100, -1.0625, 0.6026)
O (1.9717, -0.3060, 1.5424)
H (-2.5326, -1.0847, -0.6672)
H (-1.4764, -1.4995, 0.7063)
H (-1.2798, -2.3229, -0.8473)
H (-0.6525, -0.0172, -1.8660)
H (-1.0957, 1.5854, 0.5036)
H (0.1413, 0.7784, 1.4062)
H (1.7685, 1.7533, 0.1352)
H (1.0768, 1.5562, -1.5389)
H (1.1568, 0.3752, 1.8839)

- E (eV) = -8862.705
- gap between HOMO and LUMO (Eh) = 0.349
- energy above the lowest of the compared OMol25 structures with the same formula, charge and spin (kcal/mol) = 150.1